Record 1
ORCA calculation (ωB97M-V/def2-TZVPD) on a molecular structure, C28H32Cl2N7O7PbS.

Geometry as XYZ:
```
78
Properties=species:S:1:pos:R:3:lowdin_charge:R:1
Pb 0.10 -0.27 1.85 1.592
Cl -2.93 -7.37 3.54 0.614
C -2.57 -5.71 3.13 -0.683
C -3.56 -4.73 3.30 -0.136
C -3.29 -3.44 2.95 -0.573
Cl -4.51 -2.24 3.19 0.701
C -2.03 -3.00 2.38 -0.399
O -1.89 -1.81 1.99 -0.200
C -1.03 -4.04 2.29 -0.123
C 0.32 -3.82 1.85 -0.221
O 0.90 -2.79 1.54 -0.132
C -1.34 -5.37 2.65 -0.090
H -4.52 -5.00 3.71 0.101
H 0.90 -4.77 1.79 0.125
H -0.57 -6.13 2.55 0.106
N 1.74 1.75 2.22 -0.066
C 2.48 1.84 3.49 -0.253
C 1.57 1.54 4.68 -0.113
C 1.40 0.03 4.90 -0.669
O 1.98 -0.49 5.85 0.016
O 0.67 -0.61 4.04 -0.239
H 2.38 1.87 1.44 0.045
H 1.00 2.44 2.16 0.056
H 2.92 2.84 3.60 0.105
H 3.30 1.12 3.45 0.098
H 0.59 2.00 4.51 0.117
H 2.01 1.96 5.58 0.108
C 1.20 -1.20 -3.36 -0.238
S 0.11 -0.97 -1.93 0.850
C -0.03 -2.72 -1.53 -0.231
O 1.00 -0.37 -0.87 -0.650
H 0.75 -1.90 -4.06 0.052
H 2.16 -1.56 -3.00 0.044
H 1.29 -0.22 -3.85 0.041
H -0.31 -3.28 -2.43 0.055
H -0.81 -2.82 -0.77 0.049
H 0.93 -3.05 -1.13 0.058
N 4.34 0.37 -2.08 0.135
N 4.18 -0.09 -0.79 -0.297
N 3.72 -1.28 -0.52 0.125
C 3.74 -1.27 0.80 -0.207
N 4.25 -0.13 1.29 0.026
N 4.51 0.63 0.25 0.050
H 3.44 0.39 -2.53 0.067
H 4.74 1.30 -2.01 0.084
H 3.37 -2.08 1.41 0.101
C 2.42 3.75 -3.68 -0.055
C 1.04 3.14 -3.63 -0.248
C 0.33 3.01 -4.83 -0.086
C -0.98 2.57 -4.81 -0.098
C -1.59 2.22 -3.62 -0.035
C -0.87 2.26 -2.42 -0.212
N -1.40 1.85 -1.21 0.108
C -2.59 1.18 -0.90 -0.181
C -3.25 0.32 -1.78 -0.061
C -4.42 -0.32 -1.39 -0.097
C -4.96 -0.11 -0.14 -0.097
C -4.29 0.73 0.75 -0.032
C -3.11 1.35 0.40 -0.075
C -2.38 2.18 1.45 -0.619
O -3.01 3.01 2.08 0.046
O -1.11 1.95 1.57 -0.240
C 0.46 2.76 -2.43 -0.165
C 1.19 2.88 -1.11 -0.038
H 2.72 3.94 -4.71 0.070
H 3.18 3.11 -3.22 0.056
H 2.44 4.70 -3.15 0.087
H 0.81 3.27 -5.77 0.096
H -1.54 2.50 -5.73 0.097
H -2.64 1.97 -3.60 0.097
H -0.88 2.09 -0.37 0.083
H -2.84 0.13 -2.76 0.085
H -4.90 -0.99 -2.09 0.096
H -5.86 -0.62 0.16 0.095
H -4.69 0.91 1.74 0.117
H 1.24 1.89 -0.64 0.043
H 0.66 3.55 -0.43 0.099
H 2.20 3.26 -1.24 0.067
```

Output
Total charge: -1
Orbital gap in hartree: 0.264
E_HOMO in Eh: -0.1923

Record 2
ORCA calculation (ωB97M-V/def2-TZVPD) on a molecular structure, C48H57ClFN3SbSc in a non-equilibrium geometry.

Geometry as XYZ:
```
112
Properties=species:S:1:pos:R:3:lowdin_charge:R:1
Sc -0.69 -0.24 0.60 1.121
C 1.64 -0.99 -2.75 -0.054
C 2.52 0.03 -2.24 -0.129
C 2.49 -0.05 -0.84 -0.120
C 1.49 -1.08 -0.49 -0.163
C 1.11 -1.73 -1.73 -0.229
C 0.56 -3.15 -1.92 -0.545
C 0.60 -3.90 -0.59 -0.051
C 1.48 -3.91 -2.89 -0.056
C -0.85 -3.16 -2.52 -0.039
C 3.46 0.52 0.22 -0.501
C 3.48 -0.41 1.43 -0.067
C 4.92 0.56 -0.25 -0.052
C 3.05 1.91 0.73 -0.033
C 3.30 0.89 -3.26 -0.507
C 4.66 0.25 -3.61 -0.046
C 2.53 0.93 -4.60 -0.071
C 3.51 2.35 -2.84 -0.044
H 1.52 -1.22 -3.80 0.106
H 1.72 -1.74 0.35 0.057
H 1.63 -4.04 -0.25 0.096
H 0.15 -4.90 -0.71 0.094
H 0.06 -3.39 0.19 0.039
H 2.52 -3.81 -2.59 0.092
H 1.38 -3.52 -3.91 0.079
H 1.21 -4.97 -2.91 0.083
H -1.58 -2.80 -1.80 0.046
H -1.13 -4.17 -2.82 0.089
H -0.89 -2.51 -3.39 0.083
H 3.82 -1.41 1.15 0.105
H 2.50 -0.49 1.87 0.029
H 4.16 -0.02 2.19 0.094
H 5.19 -0.39 -0.72 0.091
H 5.57 0.71 0.62 0.084
H 5.14 1.36 -0.95 0.052
H 2.10 1.85 1.25 0.043
H 2.94 2.64 -0.09 0.073
H 3.80 2.30 1.44 0.091
H 4.51 -0.79 -3.90 0.089
H 5.37 0.28 -2.79 0.053
H 5.11 0.78 -4.46 0.084
H 2.63 -0.01 -5.15 0.078
H 2.95 1.72 -5.23 0.081
H 1.46 1.13 -4.47 0.069
H 4.17 2.46 -1.98 0.050
H 2.57 2.83 -2.57 0.067
H 3.96 2.91 -3.66 0.084
C -4.37 -0.68 1.50 -0.071
C -4.01 0.48 2.39 -0.321
C -5.00 1.08 3.19 -0.012
C -4.68 2.15 3.99 -0.055
C -3.37 2.61 4.00 -0.139
C -2.45 1.96 3.19 -0.459
N -2.75 0.93 2.39 0.053
Sb -0.49 2.81 3.32 1.561
C -0.17 3.14 1.22 -0.451
C 0.17 4.46 0.98 -0.144
C 0.34 4.89 -0.33 -0.043
C 0.16 3.98 -1.35 -0.017
C -0.16 2.65 -1.05 -0.290
C -0.39 1.68 -2.16 -0.003
N -0.31 2.23 0.22 0.040
C 0.76 1.08 3.65 -0.434
C 1.68 1.32 4.66 -0.141
C 2.46 0.27 5.12 -0.048
C 2.29 -0.97 4.56 -0.022
C 1.38 -1.15 3.52 -0.344
C 1.27 -2.50 2.88 -0.027
N 0.63 -0.13 3.06 0.043
H -5.13 -1.30 1.98 0.105
H -4.78 -0.31 0.56 0.098
H -3.50 -1.29 1.28 0.012
H -6.01 0.69 3.15 0.120
H -5.44 2.63 4.61 0.110
H -3.07 3.43 4.63 0.076
H 0.29 5.14 1.81 0.073
H 0.60 5.92 -0.55 0.115
H 0.26 4.27 -2.38 0.122
H -1.45 1.66 -2.42 0.065
H -0.07 0.67 -1.91 0.052
H 0.15 2.00 -3.05 0.080
H 1.76 2.30 5.10 0.074
H 3.20 0.42 5.91 0.114
H 2.87 -1.82 4.89 0.124
H 2.26 -2.93 2.73 0.096
H 0.70 -3.18 3.53 0.103
H 0.75 -2.46 1.94 0.018
F -4.11 -4.57 4.02 0.048
C -3.34 -3.70 3.34 -0.291
C -3.18 -3.86 1.98 -0.008
C -2.39 -2.94 1.29 -0.171
C -1.74 -1.86 1.91 -0.265
C -1.96 -1.76 3.29 -0.158
C -2.75 -2.65 4.01 -0.006
H -3.68 -4.68 1.47 0.119
H -2.33 -3.07 0.23 0.077
H -1.53 -0.94 3.84 0.080
H -2.90 -2.54 5.07 0.116
Cl -3.83 2.67 -0.10 0.742
C -3.74 1.89 -1.66 -0.598
C -4.23 2.60 -2.75 -0.122
C -4.18 2.04 -4.02 -0.100
C -3.65 0.77 -4.17 -0.086
C -3.18 0.07 -3.07 -0.056
C -3.19 0.60 -1.77 -0.348
C -2.66 -0.17 -0.63 -0.209
H -4.65 3.58 -2.59 0.098
H -4.56 2.59 -4.87 0.098
H -3.61 0.31 -5.15 0.102
H -2.77 -0.92 -3.20 0.102
H -3.24 0.05 0.27 -0.038
H -2.80 -1.23 -0.84 0.042
```

Output
Orbital gap in hartree: 0.245
E_HOMO in Eh: -0.2499

Record 3
ORCA calculation (ωB97M-V/def2-TZVPD) on 30 unconnected molecules or ions with the total composition C9H78N2O32P in a non-equilibrium geometry.

Geometry as XYZ:
```
122
Properties=species:S:1:pos:R:3:lowdin_spin:R:1
C 2.61 3.65 0.88 0.000
C 1.66 3.35 -0.47 0.026
C 1.47 4.80 -1.21 0.017
C 2.48 2.22 -1.34 0.000
C 1.58 1.91 -2.67 0.000
P 2.19 0.27 -3.46 0.000
N 1.59 -0.99 -2.63 0.000
O 3.94 0.22 -3.29 0.000
O 1.70 0.28 -5.16 0.000
C -0.03 1.93 -2.48 0.002
C -0.61 2.39 -1.03 0.023
C -1.73 3.58 -1.29 0.012
C -1.49 1.09 -0.45 0.007
N 0.40 2.70 0.04 0.308
O -0.21 3.55 0.92 0.598
H 2.20 3.12 1.85 -0.001
H 2.74 4.79 1.09 0.000
H 3.69 3.18 0.70 0.000
H 0.87 4.70 -2.23 0.000
H 2.54 5.28 -1.35 0.001
H 0.89 5.53 -0.48 0.003
H 3.52 2.67 -1.61 0.000
H 2.66 1.23 -0.70 0.001
H 1.85 2.76 -3.46 0.000
H 1.03 -1.58 -3.29 0.000
H 4.26 1.18 -3.37 0.000
H 2.57 0.53 -5.63 0.000
H -0.42 0.82 -2.71 0.000
H -0.54 2.60 -3.33 0.000
H -2.29 3.38 -2.30 0.000
H -2.56 3.45 -0.43 0.000
H -1.31 4.66 -1.17 0.003
H -1.69 1.34 0.68 -0.001
H -2.54 1.06 -0.97 0.000
H -0.89 0.08 -0.51 0.000
O 1.69 0.56 3.17 0.000
H 2.54 0.45 2.73 0.000
H 1.21 1.19 2.60 0.000
O 2.99 0.28 6.23 0.000
H 2.57 -0.59 6.30 0.000
H 2.74 0.59 5.35 0.000
O 5.72 -0.18 7.18 0.000
H 5.00 0.29 6.75 0.000
H 6.17 -0.63 6.44 0.000
O -1.11 -1.42 -3.77 0.000
H -1.53 -2.29 -3.70 0.000
H -1.35 -1.11 -4.65 0.000
O -1.42 -3.99 -2.22 0.000
H -1.41 -3.48 -1.39 0.000
H -0.49 -4.02 -2.49 0.000
O 4.76 0.36 3.72 0.000
H 4.12 0.22 4.43 0.000
H 5.25 1.16 3.99 0.000
O -3.61 -2.88 -4.14 0.000
H -4.20 -3.61 -3.90 0.000
H -3.48 -2.40 -3.31 0.000
O -4.62 -1.58 -1.86 0.000
H -5.22 -2.30 -1.62 0.000
H -4.49 -1.10 -1.03 0.000
O 0.28 1.48 -7.50 0.000
H 0.98 1.89 -8.03 0.000
H 0.76 0.93 -6.87 0.000
O 3.17 0.47 -8.56 0.000
H 2.74 -0.40 -8.49 0.000
H 2.92 0.78 -9.45 0.000
O -6.95 0.39 -3.38 0.000
H -6.26 0.81 -3.91 0.000
H -6.47 -0.16 -2.75 0.000
O -0.60 -0.50 1.87 0.000
H 0.01 -0.40 2.62 0.000
H -1.47 -0.47 2.28 0.000
O -3.95 -2.66 0.42 0.000
H -3.26 -3.14 -0.06 0.000
H -3.45 -2.10 1.04 0.000
O -1.87 -0.30 4.44 0.000
H -2.51 -0.44 5.16 0.000
H -1.39 0.49 4.71 0.000
O -2.98 -3.23 5.27 0.000
H -3.26 -3.64 4.44 0.000
H -2.51 -2.43 4.99 0.000
O -6.47 -3.05 -0.16 0.000
H -5.86 -2.95 0.59 0.000
H -7.35 -3.03 0.25 0.000
O -4.56 4.78 0.35 0.000
H -3.96 4.88 1.10 0.000
H -5.44 4.80 0.76 0.000
O -6.12 -4.39 -3.15 0.000
H -6.56 -5.14 -3.58 0.000
H -6.85 -3.82 -2.87 0.000
O 1.32 -2.68 3.22 0.000
H 2.18 -2.80 2.77 0.000
H 0.85 -2.06 2.65 0.000
O 4.21 -2.39 -1.12 0.000
H 5.07 -2.50 -1.56 0.000
H 3.74 -1.76 -1.69 0.000
O 2.46 -1.05 8.40 0.000
H 2.47 -0.55 9.23 0.000
H 3.39 -1.09 8.13 0.000
O 6.58 -0.99 9.88 0.000
H 6.16 -1.86 9.95 0.000
H 6.34 -0.68 8.99 0.000
O 0.47 6.49 -3.53 0.000
H 0.34 6.08 -4.39 0.000
H 0.02 7.34 -3.60 0.000
O 7.12 -1.29 4.01 0.000
H 6.39 -0.81 3.58 0.000
H 7.57 -1.74 3.28 0.000
O 1.00 -5.47 -3.89 0.000
H 0.45 -6.16 -3.49 0.000
H 1.91 -5.79 -3.77 0.000
O -6.68 3.09 1.53 0.000
H -6.48 2.35 0.94 0.000
H -7.58 2.90 1.85 0.000
O 3.18 2.65 -5.74 0.000
H 3.05 2.24 -6.61 0.000
H 2.72 3.50 -5.82 0.000
O -5.75 -4.52 4.79 0.000
H -5.15 -4.42 5.53 0.000
H -6.63 -4.49 5.19 0.000
O 1.74 -5.55 2.93 0.000
H 1.61 -5.96 2.06 0.000
H 1.28 -4.70 2.85 0.000
```

Output
Multiplicity: 2
Orbital gap (alpha / beta) in hartree: 0.311 / 0.299
E_HOMO (alpha / beta) in Eh: -0.3218 / -0.3218

Record 4
ORCA calculation (ωB97M-V/def2-TZVPD) on 2 unconnected molecules or ions with the total composition C2H11N2.

Geometry as XYZ:
```
15
Properties=species:S:1:pos:R:3:lowdin_charge:R:1
C 1.54 1.01 0.83 -0.218
N 0.96 1.09 2.17 -0.054
H 1.47 0.04 0.33 0.040
H 2.60 1.26 0.87 0.076
H 1.11 1.77 0.17 0.068
H -0.04 0.92 2.15 0.045
H 1.36 0.36 2.75 0.066
C -1.14 -1.13 -0.62 0.001
N -1.21 -0.81 -2.10 0.159
H -1.00 -0.20 -0.08 0.086
H -2.08 -1.59 -0.33 0.107
H -0.30 -1.80 -0.47 0.104
H -0.37 -0.31 -2.40 0.173
H -2.02 -0.22 -2.31 0.175
H -1.29 -1.66 -2.65 0.174
```

Output
Total charge: +1
Orbital gap in hartree: 0.302
E_HOMO in Eh: -0.4571

Record 5
ORCA calculation (ωB97M-V/def2-TZVPD) on a molecular structure, C40H58BFLiN11O3S in a non-equilibrium geometry.

Geometry as XYZ:
```
116
Properties=species:S:1:pos:R:3:lowdin_charge:R:1
Li -0.78 1.15 2.25 0.542
C -2.32 -1.09 3.95 -0.085
C -1.93 -0.57 5.32 -0.360
C -3.16 0.09 6.02 -0.063
C -0.71 0.37 5.33 -0.291
C -0.03 0.80 6.49 -0.033
C 1.06 1.53 6.01 -0.098
N 1.02 1.53 4.67 -0.006
N -0.15 0.86 4.23 0.090
B 1.95 2.42 3.77 -0.508
N 1.03 3.40 2.99 -0.020
C 1.10 4.75 3.10 -0.090
C 0.16 5.32 2.26 -0.026
C -0.46 4.21 1.61 -0.285
N 0.05 3.07 2.07 0.083
C -1.47 4.21 0.48 -0.349
C -0.68 4.25 -0.85 -0.055
C -2.42 5.41 0.54 -0.076
N 2.98 1.63 2.93 -0.026
C 4.34 1.65 3.07 -0.109
C 4.91 0.75 2.22 -0.041
C 3.80 0.08 1.62 -0.282
N 2.66 0.65 2.01 0.126
C 3.81 -1.13 0.70 -0.403
C 3.00 -0.97 -0.57 -0.084
C 5.21 -1.64 0.39 -0.093
H -3.13 -1.81 4.11 0.080
H -1.48 -1.63 3.50 0.019
H -2.68 -0.28 3.32 0.050
H -1.60 -1.43 5.97 0.134
H -3.42 1.02 5.53 0.082
H -2.94 0.23 7.09 0.068
H -4.02 -0.57 5.94 0.066
H -0.34 0.54 7.48 0.084
H 1.84 1.94 6.62 0.109
H 2.69 3.01 4.48 0.102
H 1.82 5.23 3.77 0.116
H -0.10 6.36 2.05 0.090
H -2.04 3.26 0.61 0.124
H -0.20 5.22 -0.93 0.079
H -1.38 4.21 -1.67 0.059
H 0.01 3.39 -0.94 0.067
H -1.89 6.33 0.32 0.069
H -2.99 5.42 1.47 0.084
H -3.16 5.33 -0.27 0.072
H 4.82 2.32 3.77 0.104
H 5.95 0.55 2.01 0.081
H 3.29 -1.90 1.32 0.084
H 3.46 -0.18 -1.17 0.074
H 1.96 -0.69 -0.38 0.046
H 3.06 -1.92 -1.12 0.076
H 5.77 -1.01 -0.29 0.080
H 5.10 -2.56 -0.17 0.061
H 5.77 -1.89 1.28 0.072
F 2.40 1.39 -3.61 0.036
C 1.08 1.05 -3.43 -0.171
C 0.62 0.95 -2.17 0.062
C -0.75 0.66 -1.91 -0.039
C -1.21 0.57 -0.52 -0.299
O -0.43 0.51 0.44 -0.022
C -2.68 0.53 -0.39 -0.016
C -3.42 0.30 -1.50 0.012
N -2.98 0.16 -2.75 -0.007
C -3.87 -0.04 -3.84 -0.291
C -4.04 -1.42 -4.47 -0.113
C -5.12 -0.85 -3.66 -0.109
C -1.61 0.43 -3.00 -0.098
C -1.10 0.54 -4.31 0.052
C 0.25 0.83 -4.60 -0.133
N 0.75 0.79 -5.91 -0.114
C 0.01 1.32 -7.03 -0.128
C -0.09 0.30 -8.20 -0.065
N 1.23 -0.46 -8.33 0.055
C 2.39 0.12 -7.60 -0.088
C 2.08 0.31 -6.10 -0.136
C -3.36 0.65 0.96 -0.635
O -4.54 0.27 1.02 -0.002
O -2.64 1.16 1.88 -0.131
H 1.27 1.18 -1.34 0.135
H -4.52 0.27 -1.39 0.146
H -3.98 0.72 -4.64 0.150
H -3.43 -2.20 -4.02 0.116
H -4.22 -1.35 -5.57 0.109
H -5.22 -1.25 -2.63 0.122
H -5.97 -0.43 -4.18 0.111
H -1.76 0.22 -5.14 0.111
H 0.56 2.21 -7.40 0.132
H -1.00 1.61 -6.70 0.140
H -0.24 0.85 -9.13 0.126
H -0.92 -0.42 -8.10 0.138
H 1.46 -0.55 -9.33 0.183
H 1.08 -1.44 -7.97 0.202
H 2.61 1.08 -8.08 0.136
H 3.26 -0.51 -7.79 0.141
H 2.82 0.95 -5.63 0.123
H 2.20 -0.67 -5.58 0.150
C 1.08 -4.07 4.73 -0.103
N 0.40 -4.48 3.53 -0.240
C -0.70 -5.43 3.64 -0.056
C 0.56 -3.72 2.38 -0.760
S 0.90 -2.10 2.47 0.806
N 0.30 -4.43 1.22 -0.240
C 0.94 -5.72 0.98 -0.060
C -0.29 -3.75 0.08 -0.086
H 1.47 -4.95 5.22 0.080
H 0.42 -3.50 5.43 0.098
H 1.91 -3.43 4.45 0.049
H -1.31 -5.16 4.53 0.097
H -0.35 -6.46 3.73 0.077
H -1.35 -5.39 2.75 0.090
H 1.40 -6.07 1.92 0.091
H 1.69 -5.65 0.20 0.078
H 0.19 -6.46 0.69 0.079
H -0.57 -2.74 0.39 0.054
H -1.21 -4.27 -0.24 0.085
H 0.42 -3.74 -0.76 0.080
```

Output
Orbital gap in hartree: 0.164
E_HOMO in Eh: -0.2438